A cluster of 2 separate species, C10H22FN4O6P in total, computed with wB97M-V/def2-TZVPD.

The geometry in XYZ format:
```
44
Properties=species:S:1:pos:R:3
C -0.301 -3.179 1.684
O 0.774 -2.557 0.979
C 0.598 -1.141 0.932
C -0.342 -0.705 -0.253
N 0.588 -0.682 -1.430
N 1.750 -1.411 -1.657
C 0.295 0.142 -2.393
C -0.988 0.886 -1.915
N -1.035 2.277 -2.411
C -0.913 0.759 -0.315
C -2.396 1.059 0.122
C -3.024 0.041 1.131
C -3.764 -1.149 0.402
F -2.150 -0.395 2.121
P 0.312 1.951 0.464
N -0.181 3.450 0.219
O 1.810 1.750 -0.254
O 0.412 1.732 2.130
H -0.047 -3.261 2.768
H -1.267 -2.626 1.571
H -0.483 -4.193 1.252
H 0.214 -0.840 1.936
H 1.599 -0.644 0.834
H -1.014 -1.563 -0.476
H 1.684 -2.367 -1.310
H 2.510 -0.918 -1.163
H 0.840 0.278 -3.343
H -1.898 0.435 -2.383
H -0.102 2.680 -2.431
H -1.634 2.837 -1.813
H -2.402 2.061 0.607
H -3.095 1.121 -0.746
H -3.842 0.590 1.660
H -4.445 -1.662 1.122
H -4.450 -0.645 -0.325
H -3.070 -1.843 -0.112
H -0.292 3.875 1.143
H 2.497 2.161 0.291
H 1.338 1.569 2.364
C 5.353 -0.337 -0.316
O 4.167 -0.750 -0.078
O 5.488 1.023 -0.091
O 6.346 -0.952 -0.699
H 4.563 1.143 0.181
```

HOMO energy: -7.55 eV